Here is a cluster of 4 separate species, C17H30FN2O6PS4 in total from the Open Molecules 2025 dataset. Energies are from ωB97M-V/def2-TZVPD.

CARTESIAN COORDINATES (ANGSTROEM)
C 6.2751 -1.3288 -0.0886
C 5.9282 -1.4586 -1.5832
C 4.9860 -0.3952 -2.1159
F 5.3736 0.8429 -1.5849
C 3.4857 -0.5491 -1.8972
C 2.5941 0.2586 -2.4947
P 3.0714 1.5510 -3.7178
S 1.7954 2.8813 -4.2984
C 1.1238 0.0574 -2.2138
O 0.3329 0.9595 -2.2039
C 0.6690 -1.3358 -1.8791
C -0.7982 -1.6762 -2.0211
N -1.5605 -1.4929 -0.7875
C 1.5822 -2.1252 -1.3323
O 1.2288 -3.3809 -0.8164
C 1.9257 -4.3712 -1.2919
N 2.5293 -5.2491 -1.7170
C 2.9720 -1.6731 -1.0364
O 3.6254 -2.1932 -0.1717
H 5.5881 -0.6563 0.4293
H 7.2919 -0.9570 0.0408
H 6.1879 -2.2972 0.4088
H 6.8448 -1.3640 -2.1743
H 5.5205 -2.4470 -1.8140
H 5.1253 -0.3182 -3.2028
H 3.5345 0.7033 -4.7417
H 4.2666 2.0552 -3.2070
H -0.8726 -2.7231 -2.3294
H -1.2333 -1.0393 -2.7937
H -1.2440 -2.1638 -0.0909
H -1.3771 -0.5817 -0.3730
C -1.2146 2.0233 3.3907
S -2.0755 0.5092 2.9705
O -1.7144 0.2166 1.5526
C -3.7281 1.1968 2.9373
H -0.1537 1.7787 3.4122
H -1.4092 2.7843 2.6386
H -1.5292 2.3665 4.3765
H -3.7632 2.0220 2.2266
H -3.9895 1.5420 3.9378
H -4.3980 0.3927 2.6385
C -1.8522 6.1271 0.7533
S -2.3622 5.3981 2.3112
O -3.3162 4.3045 1.9785
C -3.3553 6.7841 2.8714
H -1.2543 5.3859 0.2269
H -2.7378 6.3742 0.1688
H -1.2515 7.0154 0.9487
H -4.1341 6.9832 2.1360
H -2.7160 7.6561 3.0090
H -3.8030 6.5021 3.8219
C -3.2670 -5.5379 -0.3120
S -2.8112 -4.5834 1.1407
O -3.2699 -5.3552 2.3236
C -3.9902 -3.2556 0.8804
H -2.6611 -6.4416 -0.3116
H -4.3239 -5.7970 -0.2530
H -3.0598 -4.9519 -1.2078
H -4.9971 -3.6728 0.8546
H -3.7458 -2.7287 -0.0423
H -3.8886 -2.5707 1.7201

Calculated values
- orbital gap (eV) = 6.761

Atom charges from the Löwdin analysis, given in e for atoms 1 to 5: number 1, C, carries -0.091; number 2, C, carries -0.179; number 3, C, carries -0.297; number 4, F, carries -0.028; number 5, C, carries -0.056

Here is a structure of composition C47H51N9O5PSTeTi from the Open Molecules 2025 dataset. Energies are from ωB97M-V/def2-TZVPD.

CARTESIAN COORDINATES (ANGSTROEM)
Ti 0.5655 0.0408 0.1564
C -6.1824 -1.0769 1.8126
C -4.6898 -1.0549 1.6427
C -4.0092 -2.0862 1.0045
C -2.6330 -2.0836 0.9279
C -1.8394 -1.0490 1.4419
N -0.4103 -1.1634 1.3435
C 0.1071 -2.3231 1.9375
C -0.6651 -3.1091 2.8191
C -0.2703 -4.3494 3.2701
C 0.9395 -4.9013 2.8594
C 1.3436 -6.3061 3.2112
C 1.7783 -4.0887 2.1229
C 1.4242 -2.7981 1.7313
N 2.4613 -1.9703 1.2310
C 3.7847 -2.1432 1.4341
C 4.4362 -1.0149 0.9852
C 3.4387 -0.1652 0.5310
N 2.2423 -0.7555 0.6814
C -2.5337 -0.0317 2.1305
C -3.9254 -0.0473 2.2031
N -1.9194 0.9246 3.0095
C -1.6634 0.6379 4.3146
C -1.5147 1.8254 4.9771
C -1.7176 2.8010 3.9867
N -1.9859 2.2545 2.8132
H -6.6207 -1.9341 1.3037
H -6.6281 -0.1664 1.4138
H -6.4348 -1.1389 2.8723
H -4.5632 -2.9259 0.6000
H -2.1336 -2.9442 0.5142
H -1.6151 -2.7168 3.1504
H -0.9175 -4.9047 3.9374
H 0.6939 -6.7210 3.9793
H 2.3702 -6.3386 3.5770
H 1.2855 -6.9523 2.3330
H 2.7504 -4.4756 1.8426
H 4.1890 -3.0144 1.9148
H 5.4965 -0.8342 1.0014
H 3.5144 0.8355 0.1415
H -4.4107 0.7372 2.7733
H -1.6154 -0.3791 4.6682
H -1.3053 1.9709 6.0226
H -1.6866 3.8741 4.0915
O 2.8869 3.2290 7.2597
C 2.6852 2.0248 6.6937
O 2.8047 1.0301 7.3533
C 2.2992 1.9862 5.2509
C 2.2856 3.0934 4.4063
C 1.8658 2.9822 3.0956
C 1.4169 1.7574 2.5839
C 1.5050 0.6344 3.4185
C 1.9306 0.7520 4.7225
N 0.9779 1.6137 1.2680
C 0.7066 2.7004 0.5012
C 0.8478 2.5773 -0.8778
C 0.6349 3.6573 -1.7768
C 0.9113 3.4963 -3.0976
C 1.4138 2.2498 -3.5452
C 1.5646 1.2365 -2.6465
N 1.2634 1.3375 -1.3254
H 2.7274 3.9574 6.6530
H 2.6278 4.0659 4.7419
H 1.9094 3.8531 2.4571
H 1.1984 -0.3276 3.0363
H 1.9689 -0.1113 5.3737
H 0.4798 3.6652 0.9352
H 0.2661 4.5940 -1.3815
H 0.7593 4.3063 -3.7974
H 1.6686 2.0959 -4.5839
H 1.9628 0.2852 -2.9723
C 0.7694 -1.6132 -4.6276
O 0.6554 -2.3443 -3.4090
P 1.5243 -1.9956 -2.0737
O 1.1765 -3.3640 -1.2628
C 1.4294 -4.6635 -1.8233
O 2.9494 -2.3538 -2.7917
C 4.2408 -2.0688 -2.2634
H 0.3401 -0.6137 -4.5281
H 0.2117 -2.1743 -5.3749
H 1.8110 -1.5379 -4.9434
H 0.9313 -4.7708 -2.7860
H 1.0404 -5.3876 -1.1106
H 2.4973 -4.8216 -1.9636
H 4.4041 -2.5835 -1.3167
H 4.3849 -0.9964 -2.1195
H 4.9573 -2.4321 -2.9965
S -1.1844 -0.2319 -1.7990
C -1.9254 -1.6582 -2.2993
N -2.8225 -1.7060 -3.2886
C -3.2062 -3.0690 -3.6379
C -2.4420 -3.9033 -2.5894
N -1.7339 -2.8856 -1.8190
H -3.1064 -0.8870 -3.7966
H -2.8936 -3.3114 -4.6542
H -4.2851 -3.2015 -3.5680
H -1.7387 -4.5961 -3.0524
H -3.1142 -4.4648 -1.9393
H -0.9505 -3.0975 -1.2222
C -4.0784 1.1559 -1.2268
Te -2.3946 2.3953 -0.6916
C -3.9090 3.7475 0.0452
C -5.2508 3.1254 -0.2224
C -6.4265 3.8040 0.0957
C -7.6622 3.2273 -0.1423
C -7.7397 1.9525 -0.6883
C -6.5758 1.2761 -1.0120
C -5.3302 1.8634 -0.7988
H -3.9831 0.1836 -0.7446
H -4.0880 1.0019 -2.3069
H -3.8349 4.7144 -0.4520
H -3.7612 3.9097 1.1141
H -6.3669 4.7988 0.5215
H -8.5662 3.7754 0.0890
H -8.7026 1.4944 -0.8741
H -6.6271 0.2832 -1.4457

Calculated values
- total charge = +1
- orbital gap (alpha / beta) (eV) = 5.635 / 5.661

Atom charges from the Löwdin analysis, given in e for atoms 1 to 5: number 1, Ti, carries 0.820; number 2, C, carries -0.027; number 3, C, carries -0.265; number 4, C, carries -0.027; number 5, C, carries -0.060

Here is the molecule C5H11NO from the Open Molecules 2025 dataset. Energies are from ωB97M-V/def2-TZVPD.

CARTESIAN COORDINATES (ANGSTROEM)
O -0.9331 0.4647 -2.5647
C -0.4622 1.2694 -1.4716
C -0.4462 0.3473 -0.2653
C 0.4396 -0.9190 -0.3835
C 0.4880 -1.3967 1.0862
C 0.4871 -0.1030 1.8918
N -0.0581 0.9194 0.9978
H -0.5155 0.7351 -3.3790
H 0.5731 1.5992 -1.5872
H -1.2011 2.0697 -1.4129
H -1.4173 -0.1948 -0.2437
H -0.0050 -1.6112 -1.0851
H 1.4780 -0.6234 -0.5909
H 1.3444 -2.0336 1.3059
H -0.3817 -2.0394 1.2528
H 1.4920 0.1799 2.2234
H -0.0806 -0.1053 2.8272
H -0.8014 1.4416 1.3991

Calculated values
- orbital gap (eV) = 9.584
- SMILES string = OC[C@H]1CCCN1

Atom charges from the Löwdin analysis, given in e for atoms 1 to 5: number 1, O, carries -0.076; number 2, C, carries -0.199; number 3, C, carries -0.378; number 4, C, carries -0.139; number 5, C, carries -0.178

The calculation returns the following calculated total energy values, one per record and in order: -88722.8939, -123744.5852, -8900.2592 eV.